# 1
Density functional theory data (wB97M-V/def2-TZVPD) for 2 unconnected molecules or ions with the total composition C2H4Br2NO at a distorted geometry.

XYZ file:
```
10
C2H4Br2NO, DFT wB97M-V/def2-TZVPD
C 0.87770 0.08200 2.28325
C -0.98375 -0.45602 0.21366
N -0.37037 -0.46760 -1.13652
O 1.42613 1.03141 2.46076
Br -2.64560 -1.62517 0.10261
Br -1.49971 1.46750 0.63556
H -0.36668 -1.04021 1.12045
H -1.04768 0.09414 -1.67136
H -0.02216 -1.24036 -1.70558
H 0.59797 0.02046 -1.17125
```

Output
E_HOMO ... -0.5479 Ha
Frontier orbital gap ... 10.25 eV
Charge ... +1
Electronic energy ... -145752.2156 eV
LUMO level ... -0.1714 Eh
Energy above the lowest of the compared OMol25 structures with the same formula, charge and spin ... 14.8 kcal per mole

Atom charges from the Löwdin analysis, given in e for atoms 1 to 8: atom 1 (C): -0.02, atom 2 (C): -1.04, atom 3 (N): 0.04, atom 4 (O): 0.11, atom 5 (Br): 0.65, atom 6 (Br): 0.69, atom 7 (H): 0.06, atom 8 (H): 0.13

# 2
Density functional theory data (wB97M-V/def2-TZVPD) for a molecular structure, C12H32AsF6N2O6S3 at a distorted geometry.

XYZ file:
```
62
C12H32AsF6N2O6S3, DFT wB97M-V/def2-TZVPD
N 1.08711 -0.13572 3.04516
H 1.08895 0.83497 3.36427
H 0.25192 -0.62111 3.44173
H 1.87987 -0.50375 3.58142
H 1.04619 -0.33037 2.03948
N 0.94110 5.63902 0.25801
H 1.69697 5.99477 0.84948
H 0.06795 6.14915 0.40730
H 0.83565 4.64185 0.49039
H 1.20725 5.78682 -0.71844
As -0.00532 1.99386 -0.20302
F -1.48667 1.07890 -0.41710
F 0.81228 0.47728 0.11518
F 1.52580 2.87868 -0.07163
F -0.87440 3.51588 -0.38606
F -0.38560 2.19585 1.49812
F 0.18991 1.88153 -1.91001
C -4.27940 -1.34907 1.31165
C -4.35581 -2.50813 2.29998
C -4.01973 -1.88381 3.66297
S -2.70352 -0.60426 3.35034
O -1.40996 -1.21304 3.64357
O -3.01501 0.68829 3.96274
C -3.00237 -0.54235 1.57804
H -5.08215 -0.63467 1.50151
H -4.35101 -1.66301 0.27328
H -3.68883 -3.33160 2.03964
H -5.35833 -2.93340 2.24430
H -3.75890 -2.56031 4.47236
H -4.93800 -1.37656 3.96652
H -2.06758 -0.78900 1.07554
H -3.21817 0.47540 1.25778
C 4.12272 0.68945 0.28935
C 4.69878 -0.32201 -0.71858
C 6.08706 0.11058 -1.10978
S 6.80672 0.82652 0.46415
O 7.28396 2.15607 0.24488
O 7.70724 -0.12093 1.08492
C 5.22351 0.80083 1.32874
H 3.20295 0.23769 0.66934
H 3.76675 1.65145 -0.07590
H 4.06729 -0.55669 -1.57889
H 4.72721 -1.30267 -0.23164
H 6.16676 0.93286 -1.81847
H 6.77273 -0.69031 -1.37693
H 5.26443 1.70735 1.93442
H 5.35458 -0.10531 1.92152
C -1.59436 -0.81850 -3.74543
C -3.12376 -0.69932 -3.73462
C -3.66797 -1.97462 -3.00861
S -2.35158 -3.25234 -3.13231
O -2.84024 -4.33781 -3.95452
O -1.72639 -3.47050 -1.84094
C -1.20066 -2.24392 -4.07695
H -1.25445 -0.63744 -2.72178
H -1.10631 -0.16388 -4.46402
H -3.53600 -0.86490 -4.73432
H -3.52531 0.24465 -3.38255
H -4.59827 -2.37033 -3.40874
H -3.88783 -1.82497 -1.95012
H -1.27769 -2.38211 -5.15546
H -0.19210 -2.47100 -3.74128
```

Output
E_HOMO ... -0.4429 Ha
Frontier orbital gap ... 8.60 eV
Charge ... +1
Electronic energy ... -137873.6589 eV
LUMO level ... -0.1268 Eh

Atom charges from the Löwdin analysis, given in e for atoms 1 to 8: atom 1 (N): 0.30, atom 2 (H): 0.15, atom 3 (H): 0.08, atom 4 (H): 0.15, atom 5 (H): 0.11, atom 6 (N): 0.31, atom 7 (H): 0.16, atom 8 (H): 0.16

# 3
Density functional theory data (wB97M-V/def2-TZVPD) for a gas-phase ion, C4H10N3 (charge +1) at a distorted geometry.

XYZ file:
```
17
C4H10N3, DFT wB97M-V/def2-TZVPD
C -1.71107 0.92815 -0.45594
N -0.53093 0.26615 -0.00865
C 0.86814 0.86888 0.18826
C 1.75376 -0.38107 0.15177
N 0.99300 -1.32233 -0.62466
N -0.28159 -1.16235 -0.49116
C -0.78023 -0.90983 0.81213
H -1.65667 0.90999 -1.51724
H -2.54050 0.51332 0.10607
H -1.58171 1.99846 -0.08265
H 0.72773 1.40145 1.05270
H 1.00279 1.44472 -0.70532
H 2.76644 -0.13414 -0.39189
H 2.01126 -0.72945 1.17295
H 1.13098 -1.38943 -1.65737
H -1.85262 -1.22494 0.73921
H -0.31878 -1.07758 1.71178
```

Output
E_HOMO ... -0.5307 Ha
Frontier orbital gap ... 11.58 eV
SMILES ... C[N@+]12CCNN1C2
Charge ... +1
Electronic energy ... -8770.0811 eV
LUMO level ... -0.1052 Eh
Energy above the lowest of the compared OMol25 structures with the same formula, charge and spin ... 104.2 kcal per mole

Atom charges from the Löwdin analysis, given in e for atoms 1 to 8: atom 1 (C): 0.03, atom 2 (N): -0.20, atom 3 (C): -0.01, atom 4 (C): -0.14, atom 5 (N): -0.03, atom 6 (N): 0.00, atom 7 (C): -0.02, atom 8 (H): 0.11

# 4
Density functional theory data (wB97M-V/def2-TZVPD) for a molecular structure, C19H12Cl5N3O2SV at a distorted geometry.

XYZ file:
```
43
C19H12Cl5N3O2SV, DFT wB97M-V/def2-TZVPD
V -0.25206 1.57883 -1.45661
C -2.26527 -2.80748 5.11943
C -2.26465 -1.96836 3.87124
C -1.83341 -0.64576 3.90741
C -1.76290 0.11141 2.74781
C -2.14209 -0.46139 1.54537
C -2.59007 -1.77277 1.48441
C -2.65446 -2.51668 2.64897
S -1.83966 0.40053 0.02495
O -1.48804 1.78978 0.36417
O -2.95300 0.24761 -0.86394
N -0.55759 -0.34683 -0.56744
C 0.63100 -0.07581 0.07816
C 1.29974 -0.97652 0.90915
C 2.48511 -0.57545 1.49044
C 2.97114 0.70868 1.24842
C 2.27215 1.53754 0.39920
N 1.13237 1.14780 -0.18241
H -2.41197 -2.19819 6.01009
H -1.30229 -3.31361 5.22025
H -3.04073 -3.57132 5.08033
H -1.54473 -0.20556 4.85438
H -1.42768 1.14027 2.76724
H -2.88575 -2.18372 0.52695
H -3.00720 -3.54042 2.61423
H 0.86826 -1.95423 1.07312
H 3.02781 -1.25407 2.13567
H 3.88015 1.05680 1.71750
H 2.61824 2.53147 0.16064
Cl -1.55998 0.19576 -3.50280
C 0.11884 0.30719 -3.90288
C 0.81782 1.18878 -3.07885
C 2.13923 1.44612 -3.46181
Cl 3.02616 2.66156 -2.61669
C 2.75332 0.78540 -4.52308
Cl 4.38859 1.12274 -4.92644
C 2.03191 -0.15362 -5.25761
Cl 2.78633 -1.01414 -6.53591
C 0.68879 -0.37734 -4.96071
Cl -0.24439 -1.47758 -5.89599
N -0.03700 4.56025 -2.05413
C -0.09615 3.40069 -1.86043
H 0.22413 5.47161 -2.35177
```

Output
E_HOMO (alpha / beta) ... -0.2741 / -0.2527 Ha
2S+1 ... 2
<S²> ... 0.768
Frontier orbital gap (alpha / beta) ... 7.29 / 6.69 eV
Electronic energy ... -127595.6323 eV
LUMO level (alpha / beta) ... -0.0064 / -0.0069 Eh

Atom charges from the Löwdin analysis, given in e for atoms 1 to 8: atom 1 (V): 0.60, atom 2 (C): -0.05, atom 3 (C): -0.27, atom 4 (C): -0.03, atom 5 (C): -0.05, atom 6 (C): -0.28, atom 7 (C): -0.05, atom 8 (C): -0.03

# 5
Density functional theory data (wB97M-V/def2-TZVPD) for a molecular structure, C3H3NO4 at a distorted geometry.

XYZ file:
```
11
C3H3NO4, DFT wB97M-V/def2-TZVPD
C -0.32074 0.48078 -0.32244
C 1.00270 0.07300 1.59930
C 0.58537 -0.66721 -0.47779
H -2.67833 0.10228 -2.31451
H 0.33500 -0.53929 2.44330
H 1.71774 0.69140 2.16997
N -1.38921 0.87435 -0.92430
O -1.45285 0.06219 -2.08798
O 0.23105 1.18346 0.72012
O 1.54004 -0.75788 0.47259
O 0.42922 -1.50309 -1.27826
```

Output
E_HOMO ... -0.3531 Ha
Frontier orbital gap ... 9.84 eV
Electronic energy ... -12834.6921 eV
LUMO level ... 0.0087 Eh
Energy above the lowest of the compared OMol25 structures with the same formula, charge and spin ... 129.9 kcal per mole

Atom charges from the Löwdin analysis, given in e for atoms 1 to 8: atom 1 (C): -0.30, atom 2 (C): 0.02, atom 3 (C): -0.47, atom 4 (H): 0.27, atom 5 (H): 0.19, atom 6 (H): 0.12, atom 7 (N): 0.08, atom 8 (O): -0.15